[1]
Here is C34H40GeN6O4S2Ti as an isolated structure in a non-equilibrium geometry from the Open Molecules 2025 dataset. Energies are from ωB97M-V/def2-TZVPD.

Cartesian coordinates (Å):
Ti 0.3166 0.5651 0.5661
C -2.0566 1.6779 3.1237
C -0.8580 2.2283 2.6675
C 0.3542 1.8326 3.2258
C 0.3697 0.8873 4.2529
C -0.8215 0.3403 4.7006
C -2.0364 0.7336 4.1332
H -2.9958 2.0105 2.7008
H -0.8898 3.0514 1.9640
H 1.2704 2.3325 2.9273
H 1.3045 0.6204 4.7309
H -0.8143 -0.3606 5.5262
H -2.9656 0.3323 4.5176
N 1.5845 -0.9208 1.7708
C 0.5516 -1.9559 2.0680
C 1.0235 -3.3969 2.1548
C -0.0941 -4.4480 2.2433
C -1.2107 -4.1653 3.2565
N -2.2289 -3.2104 2.7756
C -3.0953 -3.4710 1.7965
N -3.7983 -2.4740 1.2533
N -3.2870 -4.7204 1.3837
C -0.5202 -1.7234 1.0020
O -0.7638 -2.4879 0.1025
O -1.1317 -0.5433 1.1775
H 2.2775 -1.3183 1.1357
H 2.0684 -0.6514 2.6208
H 0.1028 -1.6448 3.0155
H 1.6491 -3.4762 3.0501
H 1.6620 -3.6320 1.3002
H 0.3724 -5.3933 2.5262
H -0.5335 -4.6012 1.2593
H -0.8193 -3.7517 4.1863
H -1.7193 -5.0838 3.5543
H -2.1828 -2.2520 3.0871
H -3.4089 -1.5402 1.2840
H -4.3862 -2.6592 0.4564
H -2.8325 -5.4970 1.8296
H -3.9020 -4.9238 0.6146
O 1.9104 -2.8181 -1.2763
C 2.8929 -2.2124 -2.0107
C 3.7571 -3.0492 -2.7046
C 4.7947 -2.5118 -3.4422
C 4.9892 -1.1336 -3.5004
C 4.1438 -0.3030 -2.7967
C 3.0908 -0.8284 -2.0397
C 2.2612 0.0795 -1.2386
O 0.9972 -0.2952 -0.9737
N 2.7699 1.1598 -0.7605
N 1.8550 1.9132 0.0331
C 2.1319 3.1819 -0.0736
S 1.2268 4.3685 0.8083
C 2.4468 5.6908 0.5796
C 3.0334 5.5126 -0.8063
S 3.4221 3.7608 -1.0534
H 1.1443 -2.2311 -1.1968
H 3.5901 -4.1163 -2.6579
H 5.4558 -3.1734 -3.9859
H 5.7953 -0.7196 -4.0889
H 4.2805 0.7700 -2.8155
H 3.2050 5.6026 1.3559
H 1.9259 6.6404 0.6875
H 3.9593 6.0755 -0.9171
H 2.3320 5.8215 -1.5805
Ge -1.3910 2.0145 -0.9870
C -0.3422 2.5183 -2.5109
C 0.2514 1.6142 -3.3956
C 0.9563 2.0766 -4.4947
C 1.0779 3.4426 -4.7208
C 0.4934 4.3493 -3.8485
C -0.2014 3.8921 -2.7370
C -2.8297 0.7660 -1.2319
C -4.1050 1.1270 -0.7925
C -5.1868 0.2853 -1.0228
C -4.9960 -0.9211 -1.6833
C -3.7226 -1.2986 -2.0999
C -2.6414 -0.4641 -1.8663
H -1.9065 3.2866 -0.2973
H 0.1607 0.5467 -3.2397
H 1.4067 1.3716 -5.1808
H 1.6228 3.8002 -5.5844
H 0.5678 5.4123 -4.0405
H -0.6579 4.6093 -2.0647
H -4.2692 2.0730 -0.2897
H -6.1782 0.5798 -0.7051
H -5.8447 -1.5614 -1.8890
H -3.5771 -2.2337 -2.6257
H -1.6532 -0.7809 -2.1788

Atomic forces in eV per Å
Ti 0.25 0.59 1.20
C 0.05 -0.06 -0.08
C -0.10 0.15 0.03
C 0.07 0.04 -0.03
C -0.02 -0.03 -0.10
C -0.09 0.03 -0.02
C 0.08 -0.04 0.04
H -0.01 0.00 0.02
H 0.02 -0.04 -0.03
H 0.00 -0.04 0.01
H 0.00 0.00 0.01
H -0.01 -0.01 0.01
H -0.01 0.00 0.01
N -0.25 -0.33 -0.13
C -0.29 -0.11 -0.04
C 0.26 0.04 0.21
C 0.00 -0.04 0.10
C -0.06 0.15 -0.01
N 0.12 -0.07 -0.07
C 0.04 -0.03 -0.01
N 0.12 0.07 0.06
N 0.00 0.03 -0.01
C -0.42 -0.29 0.28
O -0.12 -0.06 0.00
O 0.17 -0.56 -0.10
H 0.01 0.03 0.02
H 0.03 0.08 -0.05
H -0.01 -0.02 -0.03
H 0.04 -0.03 -0.04
H -0.08 0.00 -0.06
H -0.01 0.01 0.01
H 0.02 0.01 -0.04
H 0.02 0.03 -0.02
H 0.03 -0.04 -0.04
H -0.02 0.01 0.02
H 0.01 0.00 -0.03
H -0.02 0.04 -0.01
H -0.02 -0.01 0.03
H 0.01 0.02 -0.01
O 0.00 -0.01 0.04
C -0.09 -0.13 0.00
C 0.04 0.06 -0.03
C 0.01 -0.02 0.00
C -0.03 0.00 0.01
C 0.04 -0.02 0.00
C -0.05 0.12 -0.08
C -0.08 -0.27 0.01
O 0.38 0.29 -0.22
N -0.03 0.18 0.11
N 0.47 -0.02 -0.70
C -0.06 -0.02 0.33
S -0.13 0.02 0.01
C 0.05 0.01 -0.05
C -0.05 0.10 0.03
S 0.11 -0.11 -0.07
H 0.05 -0.01 0.02
H 0.00 -0.01 0.00
H 0.01 0.00 -0.01
H 0.00 0.00 0.00
H 0.00 0.01 0.00
H -0.01 0.00 0.00
H 0.00 0.00 -0.01
H 0.00 -0.01 -0.01
H -0.01 0.01 -0.01
Ge -0.52 0.43 -0.60
C 0.19 0.12 -0.04
C -0.03 -0.01 -0.01
C 0.00 0.01 0.01
C 0.00 0.00 -0.01
C -0.01 0.00 0.04
C 0.06 -0.01 -0.07
C -0.10 -0.20 0.02
C -0.05 -0.11 0.01
C 0.02 0.03 0.04
C 0.03 -0.03 -0.02
C -0.04 0.01 -0.01
C 0.00 0.03 0.00
H 0.00 0.00 0.11
H -0.01 0.01 0.02
H 0.00 -0.01 0.00
H 0.00 -0.01 0.00
H 0.00 -0.01 0.01
H -0.01 0.00 0.02
H 0.01 0.02 -0.01
H -0.01 0.01 0.00
H -0.02 0.00 -0.02
H 0.01 -0.01 0.01
H -0.01 0.03 -0.01

The multiplicity is 3. The value obtained for the highest occupied orbital energy (alpha / beta) is -12.8 / -12.8 eV. For the total energy, the calculation gives -154329.2475 eV. The HOMO-LUMO gap (alpha / beta) is 7.34 / 5.65 eV. As for the net charge: +2.

***

[2]
Here is C34H40IN11OReS2 as an isolated structure in a non-equilibrium geometry from the Open Molecules 2025 dataset. Energies are from ωB97M-V/def2-TZVPD.

Cartesian coordinates (Å):
Re -0.4997 0.1406 0.8203
C 4.1834 2.0685 -1.4177
N 3.2131 1.1448 -0.7861
C 2.3321 1.3327 0.1722
N 1.5729 0.2307 0.3059
C 2.0819 -0.6077 -0.6607
N 3.0656 -0.0876 -1.3325
C 3.7080 2.4077 -2.8086
C 4.3067 1.8407 -3.9278
C 3.7589 2.0373 -5.1883
C 2.5849 2.7618 -5.3389
C 1.9993 3.3511 -4.2268
C 2.5839 3.1990 -2.9720
C 0.6819 4.0061 -4.2344
N 0.3169 4.9946 -3.5028
N -1.0816 5.0127 -3.5425
C -1.4323 4.0321 -4.2919
O -0.3684 3.3643 -4.8150
C -2.7626 3.4063 -4.3495
C -3.3197 2.8560 -5.4960
C -4.5121 2.1523 -5.4035
C -5.1066 1.9364 -4.1667
C -4.5377 2.4661 -3.0144
C -5.0687 2.1063 -1.6486
N -4.1223 1.1790 -0.9898
C -3.2684 1.3627 -0.0034
N -2.5174 0.2593 0.1439
C -3.0052 -0.5793 -0.8250
N -3.9660 -0.0543 -1.5293
C -3.3952 3.2389 -3.1219
H 5.1333 1.5384 -1.4438
H 4.2778 2.9389 -0.7691
H 2.2654 2.2260 0.7684
H 1.6997 -1.5977 -0.8355
H 5.1873 1.2217 -3.8165
H 4.2320 1.5966 -6.0535
H 2.1309 2.8683 -6.3147
H 2.1125 3.6729 -2.1179
H -2.8301 2.9765 -6.4526
H -4.9640 1.7425 -6.2947
H -5.9993 1.3289 -4.0999
H -6.0140 1.5735 -1.7235
H -5.1970 2.9686 -0.9950
H -3.2082 2.2569 0.5923
H -2.6384 -1.5787 -0.9752
H -2.9501 3.6884 -2.2414
I -0.4378 1.7517 -1.8508
C -0.4490 3.0161 -0.1873
C -0.4636 4.3904 -0.2890
C -0.4349 5.1192 0.8935
C -0.3823 4.4428 2.1017
C -0.3834 3.0621 2.1037
N -0.4264 2.3390 0.9681
H -0.4966 4.8829 -1.2496
H -0.4510 6.1995 0.8568
H -0.3473 4.9704 3.0432
H -0.3629 2.4891 3.0216
C 2.8479 -1.4870 4.0214
C 3.8955 -2.1722 3.1530
C 3.4004 -3.4603 2.5037
C 2.2085 -3.2680 1.5704
N 0.9439 -3.5060 2.2699
C -0.2600 -3.1610 1.8577
S -0.5484 -2.2864 0.3658
N -1.3287 -3.5509 2.5388
C -1.3067 -4.2376 3.8345
C -1.0993 -5.7441 3.7279
C -1.0459 -6.3992 5.1038
C -0.8190 -7.9020 5.0175
H 3.2458 -0.5844 4.4819
H 2.5165 -2.1429 4.8293
H 1.9655 -1.2031 3.4403
H 4.7776 -2.4042 3.7512
H 4.2333 -1.4903 2.3661
H 3.1495 -4.1921 3.2793
H 4.2062 -3.9116 1.9243
H 2.2692 -3.9574 0.7254
H 2.1831 -2.2525 1.1770
H 1.0024 -4.0914 3.0907
H -2.2092 -3.2192 2.1731
H -2.2629 -4.0276 4.3123
H -0.5407 -3.7677 4.4601
H -0.1805 -5.9721 3.1778
H -1.9167 -6.1713 3.1424
H -1.9808 -6.1974 5.6335
H -0.2495 -5.9376 5.6961
H -1.6085 -8.3863 4.4423
H -0.8051 -8.3557 6.0063
H 0.1324 -8.1294 4.5348
S -0.8438 -0.0748 2.9039

Atomic forces in eV per Å
Re -0.32 0.26 1.46
C -0.01 -0.08 0.11
N 0.21 -0.10 -0.25
C -0.03 -0.04 0.23
N -0.06 0.05 -0.34
C 0.09 -0.05 0.07
N -0.06 0.07 0.10
C 0.05 0.03 -0.06
C -0.06 -0.03 -0.01
C -0.03 0.02 0.04
C 0.02 0.00 -0.03
C -0.04 0.05 0.06
C 0.03 0.02 -0.01
C 0.32 -0.12 -0.08
N -0.27 0.02 0.04
N 0.26 0.02 0.11
C -0.31 -0.09 -0.08
O 0.02 0.12 0.11
C 0.06 0.04 -0.01
C -0.03 -0.01 -0.03
C 0.03 0.03 0.06
C 0.07 -0.04 -0.02
C -0.09 -0.01 -0.08
C 0.02 -0.07 0.09
N -0.18 -0.10 -0.20
C 0.04 -0.03 0.15
N 0.11 0.08 -0.33
C -0.10 -0.10 0.05
N 0.06 0.07 0.12
C -0.02 0.05 0.04
H 0.01 0.06 0.03
H -0.05 0.00 -0.02
H -0.05 0.07 -0.01
H -0.05 0.00 -0.07
H 0.02 -0.01 0.01
H 0.01 -0.02 -0.03
H -0.01 0.01 -0.02
H 0.01 0.00 0.00
H 0.01 0.01 -0.02
H -0.01 -0.02 -0.03
H -0.03 -0.01 0.01
H -0.02 0.05 0.03
H 0.06 0.00 -0.01
H 0.04 0.06 0.00
H 0.01 -0.03 -0.04
H 0.01 -0.01 0.01
I 0.04 -0.05 -0.28
C 0.00 -0.14 0.00
C 0.01 0.07 0.02
C 0.01 -0.04 -0.02
C 0.00 0.01 0.00
C -0.02 -0.13 0.02
N -0.04 0.12 0.01
H 0.01 -0.01 -0.08
H 0.01 0.03 0.02
H -0.01 0.03 0.02
H -0.01 0.04 -0.05
C -0.04 0.00 -0.04
C -0.02 -0.01 0.04
C 0.08 0.00 -0.04
C -0.07 -0.04 -0.09
N -0.03 0.09 0.06
C -0.17 -0.13 0.09
S -0.02 -0.14 -0.23
N 0.04 0.22 0.02
C -0.03 0.01 -0.08
C 0.00 0.00 0.01
C -0.01 0.00 0.00
C 0.01 -0.01 -0.01
H 0.02 0.04 0.01
H -0.01 -0.02 0.01
H 0.01 0.01 0.01
H 0.01 0.02 0.02
H -0.01 0.02 -0.01
H 0.00 -0.04 -0.02
H 0.03 0.02 0.03
H -0.04 0.03 -0.01
H 0.06 -0.07 0.11
H 0.01 -0.01 0.03
H 0.08 -0.07 0.04
H 0.02 0.00 0.01
H 0.00 -0.01 0.02
H 0.02 0.01 -0.02
H 0.00 -0.01 -0.02
H 0.00 0.02 0.01
H 0.00 0.00 0.01
H -0.02 0.00 -0.01
H 0.00 0.00 0.03
H 0.02 0.00 -0.01
S 0.31 -0.12 -0.79

The multiplicity is 2. The value obtained for the highest occupied orbital energy (alpha / beta) is -12.9 / -13.0 eV. For the total energy, the calculation gives -86235.5156 eV. The HOMO-LUMO gap (alpha / beta) is 6.74 / 6.92 eV. As for the net charge: +2.